{"formula": "C4H3N3", "method": "ωB97M-V/def2-TZVPD", "symbols": ["C", "C", "C", "C", "N", "N", "N", "H", "H", "H"], "positions_angstrom": [[0.694547, 0.603615, 2.794582], [0.382481, 0.772235, 1.592282], [-0.716152, 0.323069, -1.825128], [-0.132266, 0.675509, 0.414035], [-0.471436, 1.089109, -0.669287], [-0.437267, -0.901711, -1.772376], [0.034353, -1.476726, -0.761910], [1.362827, 0.521902, 3.608401], [-1.231844, 0.740344, -2.583366], [0.514756, -2.347345, -0.797232]], "atomic_forces_ev_per_a": [[-0.46, 0.81, -4.05], [1.96, -0.99, 7.54], [0.56, 1.91, 2.77], [-0.78, -0.55, -5.10], [-0.77, -0.73, 0.09], [1.18, -3.99, -0.85], [-0.26, 3.05, 2.23], [-0.02, -0.05, 0.60], [-1.25, 1.41, -2.34], [-0.17, -0.87, -0.90]], "e_homo_ev": [-7.881, -7.879], "orbital_gap_ev": [7.063, 7.059], "fmax_ev_per_a": 7.85, "lumo_energy_ha": [-0.0301, -0.0301], "multiplicity": 1, "total_energy_ev": -8660.37490, "de_lowest_ev": 6.0359}

=====

{"formula": "C29H48NP3PdS2", "method": "ωB97M-V/def2-TZVPD", "symbols": ["Pd", "P", "P", "P", "H", "C", "C", "H", "C", "C", "C", "C", "C", "C", "C", "C", "C", "H", "H", "H", "H", "H", "H", "H", "H", "H", "H", "H", "H", "H", "H", "H", "H", "H", "H", "H", "H", "H", "H", "H", "H", "H", "H", "H", "H", "H", "C", "C", "C", "C", "C", "C", "S", "H", "H", "H", "H", "H", "H", "N", "S", "C", "C", "C", "C", "C", "C", "C", "C", "C", "C", "C", "C", "H", "H", "H", "H", "H", "H", "H", "H", "H", "H", "H"], "positions_angstrom": [[0.179197, 0.175010, -1.075236], [1.859406, 0.948312, 0.270903], [-1.756145, 1.431598, -0.742846], [0.948733, 1.551577, -3.325704], [-1.117551, -4.401634, -0.921052], [-0.242904, -4.797344, -1.438806], [0.978212, -4.762952, -0.887132], [1.160201, -4.296706, 0.088648], [2.094531, 0.169727, 1.899442], [1.814828, 2.736715, 0.640671], [3.492606, 0.757504, -0.520358], [-3.233548, 0.372838, -0.914203], [-1.909939, 2.228036, 0.909965], [-2.183942, 2.847777, -1.816984], [2.482341, 1.258389, -4.269634], [1.076317, 3.339613, -2.963888], [-0.347903, 1.388977, -4.589976], [-0.408989, -5.226712, -2.432417], [1.849368, -5.205377, -1.393670], [2.184126, -0.917787, 1.772653], [1.252244, 0.396035, 2.567712], [3.022664, 0.555933, 2.345706], [0.822708, 3.041558, 0.995419], [2.072456, 3.314310, -0.256586], [2.556462, 2.935766, 1.427471], [3.635855, -0.276740, -0.855680], [4.257088, 1.005633, 0.229076], [3.594530, 1.435358, -1.377681], [-4.132959, 0.980751, -0.742383], [-3.196757, -0.456746, -0.196599], [-3.264941, -0.039517, -1.931905], [-1.962331, 3.315985, 0.764999], [-1.054842, 2.019659, 1.566869], [-2.830424, 1.893835, 1.409859], [-3.267946, 3.016831, -1.735011], [-1.930979, 2.667210, -2.867576], [-1.661285, 3.747951, -1.469193], [2.308406, 0.504317, -5.047302], [3.297070, 0.912260, -3.621851], [2.781571, 2.203195, -4.743983], [0.797540, 3.886261, -3.874627], [2.110669, 3.588240, -2.692610], [0.411415, 3.635694, -2.145900], [-0.070681, 0.593750, -5.292471], [-0.428001, 2.346374, -5.123806], [-1.317069, 1.129379, -4.148680], [0.166262, -1.962276, -3.730957], [-1.230314, -1.839790, -3.665299], [-2.023365, -2.531653, -4.580894], [-1.439572, -3.366491, -5.536131], [-0.049486, -3.534744, -5.564746], [0.756966, -2.832938, -4.677860], [1.254974, -1.045808, -2.732924], [-1.250200, -0.022286, 1.473419], [-1.661189, -1.189188, -2.902213], [-3.103586, -2.398045, -4.560649], [-2.066759, -3.890790, -6.257486], [0.411835, -4.195884, -6.296347], [1.843463, -2.922556, -4.691788], [-1.271663, -1.049380, 1.580347], [-2.384311, -1.568906, 2.762178], [-1.677238, -3.156337, 3.163723], [-1.775872, -3.663354, 4.468344], [-1.179262, -4.885693, 4.783554], [-0.517471, -5.619677, 3.793358], [-0.489978, -5.146810, 2.475819], [-1.084565, -3.925660, 2.156285], [-1.909846, -0.562119, 4.170261], [-2.783089, 0.473224, 4.539392], [-2.399742, 1.375673, 5.530458], [-1.142386, 1.256322, 6.134047], [-0.274946, 0.225901, 5.760044], [-0.660210, -0.695710, 4.779272], [-0.321326, -1.388114, 1.759640], [-2.302009, -3.087349, 5.230698], [-1.229773, -5.259264, 5.808077], [-0.030303, -6.562958, 4.044893], [-0.006820, -5.718461, 1.682610], [-1.069861, -3.560226, 1.130086], [-3.748239, 0.543227, 4.035741], [-3.086403, 2.171986, 5.818127], [-0.833194, 1.978512, 6.890322], [0.707085, 0.128954, 6.228113], [-0.002513, -1.518674, 4.498337]], "atomic_forces_ev_per_a": [[-0.48, -0.01, 0.15], [2.11, 1.09, 0.87], [-1.95, 1.03, -0.32], [0.33, 1.69, -0.74], [0.14, -0.10, -0.14], [0.62, 0.19, 0.04], [-0.23, 0.07, -0.45], [-0.09, -0.30, -0.30], [-0.46, -0.39, -0.05], [-0.40, -0.04, -0.19], [-0.17, -0.23, -0.18], [0.22, -0.37, 0.04], [0.35, -0.14, 0.31], [0.42, 0.04, -0.26], [0.23, -0.31, 0.08], [-0.15, 0.10, 0.31], [-0.33, -0.29, 0.11], [0.02, -0.03, 0.46], [-0.46, 0.25, 0.29], [0.04, 0.21, 0.14], [0.21, -0.06, -0.08], [-0.23, -0.04, -0.17], [0.31, 0.04, -0.02], [-0.07, -0.14, 0.27], [-0.15, -0.04, -0.20], [0.10, 0.19, 0.10], [-0.12, -0.04, -0.21], [-0.03, -0.14, 0.24], [0.22, -0.11, -0.04], [-0.06, 0.17, -0.23], [-0.13, 0.13, 0.26], [0.02, -0.31, 0.05], [-0.25, 0.09, -0.03], [0.21, 0.04, -0.18], [0.28, -0.06, 0.03], [-0.18, 0.11, 0.27], [-0.15, -0.21, -0.16], [0.09, 0.18, 0.21], [-0.10, 0.13, -0.20], [-0.11, -0.16, 0.10], [0.14, 0.00, 0.20], [-0.24, -0.05, -0.09], [0.18, 0.03, -0.25], [-0.07, 0.22, 0.11], [0.00, -0.28, 0.06], [0.16, 0.11, -0.22], [0.63, 0.33, 0.66], [-1.25, -0.17, -0.64], [-0.05, 1.26, 1.40], [0.15, -0.42, -0.44], [1.09, 0.25, 0.24], [0.07, -0.84, -0.76], [-0.32, -2.08, -0.93], [-0.33, -0.86, 0.60], [-0.03, -0.25, -0.27], [0.21, -0.14, 0.03], [0.14, 0.10, 0.17], [-0.13, 0.13, 0.14], [-0.27, -0.13, -0.14], [0.52, 0.22, -0.74], [0.70, 0.59, 0.94], [0.24, -1.00, 0.07], [-0.12, 0.40, 0.02], [-0.05, 0.08, -0.23], [-0.09, 0.19, -0.12], [-0.12, 0.12, 0.16], [0.14, 0.19, -0.12], [-0.23, 0.39, 0.24], [-0.01, -0.36, -0.32], [0.08, -0.05, -0.07], [-0.19, 0.04, -0.17], [-0.06, -0.30, -0.32], [0.25, 0.09, 0.11], [-0.37, 0.01, 0.27], [0.21, -0.23, -0.07], [-0.02, 0.13, -0.34], [-0.19, 0.27, -0.07], [-0.17, 0.09, 0.29], [0.03, -0.16, 0.19], [0.11, 0.11, 0.29], [0.22, -0.22, -0.01], [-0.12, -0.24, -0.15], [-0.36, 0.02, -0.09], [-0.07, 0.19, 0.15]], "e_homo_ev": [-18.764, -18.765], "orbital_gap_ev": [8.165, 3.713], "fmax_ev_per_a": 2.53, "lumo_energy_ha": [-0.3895, -0.5531], "multiplicity": 5, "charge": 4, "total_energy_ev": -85316.34837}

=====

{"formula": "C21H32N6O4", "method": "ωB97M-V/def2-TZVPD", "symbols": ["H", "N", "C", "N", "C", "C", "C", "C", "N", "C", "O", "C", "C", "C", "C", "N", "C", "O", "C", "C", "H", "H", "H", "H", "H", "H", "H", "H", "H", "H", "H", "H", "H", "H", "H", "C", "N", "C", "O", "C", "N", "C", "C", "O", "C", "C", "C", "H", "H", "H", "H", "H", "H", "H", "H", "H", "H", "H", "H", "H", "H", "H", "H"], "positions_angstrom": [[3.297961, -4.864731, -3.960970], [3.040554, -3.885702, -3.994489], [2.358044, -3.406633, -3.015273], [2.020024, -4.339886, -2.085874], [1.938640, -2.006233, -2.916636], [1.439151, -1.462657, -1.719730], [1.008814, -0.131346, -1.665832], [1.071883, 0.695180, -2.791044], [0.550349, 1.988351, -2.663941], [0.680981, 3.075293, -3.514068], [1.463786, 3.076308, -4.452991], [-0.028703, 4.399880, -3.257387], [0.943687, 5.448490, -2.684385], [0.185521, 6.759780, -2.446035], [-0.950028, 6.557118, -1.434912], [-1.771127, 5.390743, -1.743996], [-1.248878, 4.283028, -2.360894], [-1.848841, 3.242004, -2.157078], [1.591464, 0.158558, -3.977769], [2.021820, -1.168501, -4.038951], [1.269753, -4.073573, -1.460972], [2.076528, -5.303419, -2.389254], [1.386700, -2.065906, -0.820008], [0.621903, 0.267796, -0.735146], [-0.193984, 2.099797, -1.976213], [-0.392434, 4.752725, -4.224424], [1.379668, 5.090159, -1.744868], [1.765349, 5.620357, -3.389359], [-0.228555, 7.120509, -3.393675], [0.874758, 7.524073, -2.072663], [-1.578556, 7.453619, -1.418274], [-0.518812, 6.431720, -0.435867], [-2.538959, 5.167622, -1.115648], [1.649907, 0.745711, -4.886442], [2.409344, -1.557292, -4.977857], [1.987546, -2.365629, 2.604277], [1.313305, -1.093501, 2.869900], [0.031187, -0.903780, 3.198686], [-0.368329, 0.231662, 3.434072], [-0.950976, -2.084921, 3.248350], [-1.659205, -2.089406, 4.539979], [-1.318680, -2.852550, 5.577341], [-2.106510, -2.645113, 6.850052], [-0.423746, -3.687256, 5.533096], [-1.951881, -2.044180, 2.073568], [-1.260462, -1.933100, 0.709494], [-2.806131, -3.319269, 2.048357], [1.885186, -3.031689, 3.465390], [3.049534, -2.191215, 2.424362], [1.559536, -2.846649, 1.724184], [1.874811, -0.255036, 2.871920], [-0.389780, -3.013014, 3.161255], [-2.372392, -1.391320, 4.681034], [-3.153907, -2.877419, 6.666376], [-2.003956, -1.610595, 7.173488], [-1.715049, -3.306957, 7.621329], [-2.613031, -1.184305, 2.192364], [-2.005514, -1.961629, -0.086709], [-0.734442, -0.983109, 0.639481], [-0.562296, -2.758159, 0.573771], [-2.166913, -4.196145, 1.940048], [-3.377225, -3.407754, 2.972197], [-3.508394, -3.280906, 1.215264]], "atomic_forces_ev_per_a": [[-0.35, 0.00, 0.40], [0.42, 2.36, -1.20], [1.40, -2.83, -1.81], [-1.29, 0.56, 2.21], [-0.19, 0.83, 0.26], [-0.07, 0.42, -0.59], [0.24, -0.54, -0.04], [0.27, -0.59, -0.29], [-0.80, 1.42, 0.07], [1.28, -0.79, -0.62], [-0.31, -0.18, 0.22], [-0.46, -0.10, 1.05], [0.01, 0.31, -0.29], [-0.16, -0.39, 0.13], [0.12, 0.44, 0.01], [1.01, 0.44, -0.58], [-1.23, 0.32, 1.01], [0.15, -0.97, -0.45], [0.14, -0.29, -0.23], [-0.22, 0.26, 0.40], [0.05, -0.60, 0.00], [-0.21, 0.40, 0.28], [0.00, 0.08, -0.03], [0.02, 0.00, -0.01], [0.19, -0.14, -0.29], [0.09, -0.11, -0.08], [-0.05, -0.02, -0.07], [-0.17, -0.21, 0.13], [0.05, -0.03, 0.05], [-0.19, -0.07, -0.01], [0.03, -0.15, 0.06], [0.02, 0.09, 0.02], [0.31, 0.01, -0.25], [-0.04, 0.12, 0.28], [-0.07, -0.04, 0.27], [-0.32, 0.08, 0.27], [1.01, -0.74, -0.35], [-0.85, 0.93, 0.23], [-0.30, -0.21, 0.06], [-0.03, -0.09, 0.09], [-0.13, 0.74, -1.48], [0.82, -1.15, 1.02], [0.03, 0.02, -0.13], [0.02, 0.16, -0.27], [-0.10, -0.50, -0.36], [-0.08, 0.46, 0.54], [0.01, 0.41, 0.43], [0.07, -0.03, -0.13], [-0.20, 0.09, 0.01], [0.11, -0.08, -0.02], [-0.16, 0.00, 0.02], [-0.11, -0.17, 0.29], [0.14, 0.11, -0.13], [-0.13, 0.10, 0.12], [-0.16, 0.07, 0.08], [-0.03, 0.07, -0.15], [0.05, 0.15, 0.11], [0.09, -0.04, 0.01], [0.19, -0.01, -0.15], [0.09, -0.07, -0.10], [-0.04, -0.08, -0.01], [-0.03, -0.19, 0.00], [0.03, -0.05, 0.00]], "e_homo_ev": -8.353, "orbital_gap_ev": 8.881, "smiles": "[H]/N=C(\\N)c1ccc(NC(=O)[C@@H]2CCCNC2=O)cc1.CNC(=O)[C@@H](NC(C)=O)C(C)C", "fmax_ev_per_a": 3.64, "lumo_energy_ha": 0.0194, "multiplicity": 1, "total_energy_ev": -39429.14066}